1.
2 unconnected molecules or ions with the total composition C3H2Br2Cl2 in a non-equilibrium geometry. Source: OMol25; level of theory: wB97M-V/def2-TZVPD.

Structure (XYZ):
```
9
Properties=species:S:1:pos:R:3:forces:R:3:nbo_charge:R:1
C 0.148 0.387 -0.760 4.55 -2.40 -2.92 -0.09
C 1.171 -0.437 -1.033 -2.37 2.33 -0.37 -0.20
C -0.968 0.138 1.111 -2.51 1.00 2.57 -0.40
Cl 2.060 -0.376 -2.600 -0.35 0.04 0.67 -0.01
Cl 1.741 -1.687 -0.012 0.01 -0.19 0.23 0.05
Br -2.423 1.401 0.607 1.11 -1.14 0.78 0.06
Br -0.112 0.245 2.738 0.16 0.62 0.45 0.18
H -0.419 1.224 -1.068 -0.11 0.39 -0.40 0.23
H -1.197 -0.896 1.018 -0.48 -0.65 -1.01 0.19
```
Positions in Å, forces in eV/Å.

The multiplicity is 3. As for the molar mass: 268.763 u. For the LUMO energy (alpha / beta), the calculation gives 0.14 / -3.04 eV. The calculation puts the gap between HOMO and LUMO (alpha / beta) at 7.153 / 6.622 eV. As for the total energy: -6183.684491 a.u. The value obtained for the HOMO energy (alpha / beta) is -7.009 / -9.662 eV.

---

2.
A molecular structure, C18H30N2O11SeTi. Source: OMol25; level of theory: wB97M-V/def2-TZVPD.

Structure (XYZ):
```
63
Properties=species:S:1:pos:R:3:forces:R:3:nbo_charge:R:1
Ti 0.219 0.456 0.299 -0.09 -0.26 -0.13 1.79
C 0.889 -2.186 1.637 -0.07 -0.01 0.00 -0.08
C 0.517 -2.694 0.264 0.01 0.04 -0.02 -0.08
O 0.232 -1.542 -0.569 0.10 -0.06 0.00 -0.61
C 0.601 -1.691 -1.948 -0.04 0.00 0.08 -0.07
C 1.990 -1.123 -2.104 0.05 0.03 0.00 -0.08
O 2.022 0.152 -1.476 -0.12 -0.01 0.03 -0.55
C 2.397 1.261 -2.296 0.01 -0.02 0.02 -0.08
C 1.166 2.002 -2.854 0.00 0.00 0.01 -0.08
O 0.015 1.233 -2.554 0.00 0.01 0.00 -0.55
C -1.201 1.944 -2.615 0.05 0.03 0.00 -0.08
C -2.205 1.056 -1.936 -0.05 -0.23 0.05 -0.06
O -1.831 0.892 -0.565 0.11 0.45 0.06 -0.60
C -2.781 1.418 0.396 0.03 -0.07 -0.06 -0.09
C -1.995 2.035 1.526 0.09 -0.06 0.09 -0.07
O -0.999 1.062 1.850 0.04 0.10 0.02 -0.61
C -0.663 0.780 3.214 -0.03 -0.02 -0.10 -0.07
C 0.078 -0.565 3.200 -0.04 -0.01 -0.03 -0.07
O 0.042 -1.062 1.856 0.22 0.10 0.04 -0.58
H 1.931 -1.863 1.702 0.02 0.03 -0.01 0.21
H 0.685 -2.955 2.383 -0.01 -0.02 0.03 0.22
H -0.385 -3.301 0.303 -0.02 0.00 -0.01 0.24
H 1.347 -3.257 -0.165 0.01 -0.01 -0.01 0.19
H -0.116 -1.119 -2.527 -0.03 0.02 -0.02 0.22
H 0.546 -2.741 -2.236 0.00 -0.03 0.01 0.20
H 2.260 -1.058 -3.159 -0.01 0.02 -0.02 0.20
H 2.723 -1.760 -1.602 0.03 -0.01 0.01 0.19
H 3.043 0.905 -3.099 -0.01 -0.03 -0.02 0.18
H 2.974 1.927 -1.659 0.02 0.02 0.01 0.25
H 1.247 2.135 -3.938 0.00 0.02 -0.03 0.18
H 1.083 2.983 -2.384 -0.01 0.00 0.03 0.20
H -1.498 2.147 -3.650 0.00 -0.01 -0.03 0.19
H -1.106 2.895 -2.078 -0.01 0.02 0.00 0.20
H -2.207 0.067 -2.398 -0.02 -0.02 -0.01 0.20
H -3.214 1.460 -2.004 0.00 0.03 0.01 0.20
H -3.370 0.567 0.735 -0.03 -0.03 0.00 0.26
H -3.400 2.178 -0.082 -0.01 0.01 -0.01 0.19
H -2.626 2.220 2.394 -0.07 -0.03 0.00 0.21
H -1.485 2.954 1.237 0.02 0.04 -0.01 0.22
H -1.588 0.711 3.783 -0.02 0.00 0.01 0.20
H -0.029 1.581 3.591 0.03 0.04 0.03 0.23
H -0.427 -1.294 3.833 0.00 -0.03 0.02 0.22
H 1.117 -0.434 3.501 0.03 0.01 -0.01 0.21
O 1.581 3.109 2.500 0.05 0.06 -0.01 -0.99
Se 2.053 2.369 1.161 -0.33 -0.31 -0.19 2.77
O 1.965 0.690 1.337 0.20 0.01 0.22 -1.13
O 0.739 2.323 0.040 0.00 0.14 0.02 -1.15
O 3.383 2.851 0.421 0.01 0.04 0.04 -0.99
N -2.793 -6.445 2.676 0.01 0.02 0.02 -0.85
C -2.935 -5.214 3.334 -0.04 -0.03 0.04 0.59
O -3.098 -5.206 4.560 0.03 0.00 -0.03 -0.68
C -2.920 -4.029 2.523 0.03 0.00 -0.02 -0.24
C -2.794 -3.996 1.096 0.03 0.00 0.00 -0.30
C -2.745 -2.794 0.442 -0.01 0.13 0.07 -0.02
N -2.801 -1.570 1.030 -0.23 -0.07 -0.04 -0.60
C -3.014 -1.616 2.383 0.16 -0.03 -0.11 -0.05
C -3.066 -2.749 3.139 0.03 0.04 -0.01 -0.25
H -2.568 -7.186 3.321 0.00 -0.01 -0.01 0.38
H -2.242 -6.452 1.833 0.00 -0.01 0.00 0.36
H -2.772 -4.903 0.503 -0.02 0.00 0.02 0.20
H -2.635 -2.788 -0.643 -0.05 0.02 0.00 0.16
H -3.138 -0.650 2.874 -0.05 -0.01 -0.04 0.15
H -3.233 -2.698 4.207 -0.01 -0.02 0.00 0.23
```
Positions in Å, forces in eV/Å.

The multiplicity is 3. As for the molar mass: 577.268 u. For the LUMO energy (alpha / beta), the calculation gives -0.14 / -0.01 eV. The calculation puts the gap between HOMO and LUMO (alpha / beta) at 4.072 / 8.112 eV. As for the total energy: -4891.830015 a.u. The value obtained for the HOMO energy (alpha / beta) is -4.211 / -8.123 eV.

---

3.
A molecular structure, C16H34O3P2PtS in a non-equilibrium geometry. Source: OMol25; level of theory: wB97M-V/def2-TZVPD.

Structure (XYZ):
```
57
Properties=species:S:1:pos:R:3:forces:R:3:nbo_charge:R:1
P 0.315 -2.589 -2.340 -0.46 -0.06 -0.41 0.97
P -0.262 2.960 -1.531 0.19 -0.34 -0.99 1.91
C 0.889 1.046 -3.280 3.11 0.13 -0.84 -0.47
C 0.893 2.439 -2.847 -0.47 1.38 0.32 -0.81
H -0.054 1.089 -3.857 -1.13 -0.42 -0.56 0.23
H 1.834 0.892 -3.841 -0.53 -0.38 0.53 0.23
H 1.903 2.805 -2.654 -0.15 -0.03 0.23 0.27
H 0.505 3.041 -3.704 0.41 0.03 0.28 0.26
C -1.815 3.516 -2.279 0.26 -0.02 0.58 -1.01
H -2.007 4.533 -1.943 -0.22 0.08 -0.19 0.27
H -2.625 2.849 -1.956 0.26 0.27 -0.23 0.29
H -1.712 3.485 -3.357 -0.14 0.18 -0.14 0.26
C 0.687 4.326 -0.843 -0.48 -0.03 0.19 -1.00
H 0.439 5.233 -1.413 0.13 -0.19 0.20 0.28
H 1.750 4.097 -0.948 -0.19 0.11 0.19 0.28
H 0.435 4.467 0.205 0.08 0.25 0.08 0.27
C -0.751 -3.993 -2.885 -0.18 0.06 -0.08 -0.95
H -0.619 -4.942 -2.304 -0.15 0.93 -0.43 0.27
H -0.492 -4.175 -3.951 0.00 -0.09 0.68 0.25
H -1.805 -3.637 -2.893 0.59 -0.45 0.29 0.26
C 2.014 -3.186 -2.621 -0.54 0.07 0.47 -0.95
H 2.666 -2.338 -2.630 0.56 0.46 0.20 0.25
H 2.051 -3.613 -3.604 -0.04 -0.29 -0.50 0.25
H 2.352 -3.937 -1.912 -0.05 0.00 0.20 0.26
Pt -0.296 -0.687 -3.874 -1.67 0.32 4.75 0.71
C 0.264 1.333 -5.979 0.25 0.88 0.31 -0.13
C -1.062 1.249 -5.595 0.98 1.61 0.00 -0.21
C -2.107 0.512 -6.311 -0.66 -1.86 -0.14 -0.46
C -1.765 -1.007 -6.482 -0.94 -0.20 -0.32 -0.44
C -0.952 -1.705 -5.423 0.24 -0.08 -1.98 -0.34
C 0.492 -1.754 -5.454 1.34 -0.95 -1.77 -0.41
C 1.369 -1.029 -6.483 0.11 -0.47 0.34 -0.43
C 1.031 0.437 -6.889 0.56 -0.03 -0.51 -0.50
C 0.047 -2.158 -0.582 -0.17 0.36 -0.29 -0.95
H 0.885 2.219 -5.661 -0.98 -0.92 -0.03 0.21
H -1.446 2.080 -4.971 0.32 -0.41 -0.42 0.21
H -2.288 0.941 -7.314 0.18 -0.02 0.34 0.26
H -3.052 0.600 -5.763 0.21 -0.05 -0.10 0.24
H -2.731 -1.560 -6.497 0.60 0.38 -0.59 0.25
H -1.189 -1.173 -7.401 -0.55 0.04 -0.16 0.23
H -1.422 -2.561 -4.940 -0.20 0.00 0.04 0.26
H 0.933 -2.712 -5.140 -0.11 0.48 -0.23 0.22
H 1.353 -1.671 -7.391 0.25 0.45 0.32 0.24
H 2.424 -1.009 -6.118 -0.81 -0.30 -0.17 0.23
H 2.013 0.944 -7.020 -0.72 -0.41 -0.36 0.24
H 0.523 0.402 -7.862 0.12 0.16 0.06 0.25
H 0.570 -1.185 -0.472 -0.42 -0.50 0.22 0.25
H 0.457 -2.882 0.119 0.06 -0.09 -0.03 0.26
H -1.044 -2.039 -0.387 0.81 0.02 -0.22 0.27
C -1.900 2.796 1.511 0.62 0.63 0.39 -0.86
S -2.310 1.353 0.566 -0.02 0.08 -0.07 2.27
O -2.085 0.152 1.299 0.48 0.93 -1.03 -0.75
O -3.425 1.531 -0.309 1.31 -0.02 0.47 -0.78
O -0.567 1.733 -0.657 -1.02 -0.70 1.58 -1.08
H -0.894 2.691 1.982 -0.84 -0.33 -0.41 0.30
H -2.675 2.915 2.280 0.09 -0.16 -0.21 0.31
H -1.889 3.671 0.843 -0.27 -0.45 0.15 0.26
```
Positions in Å, forces in eV/Å.

The total charge is +2. The multiplicity is 5. As for the molar mass: 563.538 u. For the LUMO energy (alpha / beta), the calculation gives -7.41 / -8.14 eV. The calculation puts the gap between HOMO and LUMO (alpha / beta) at 3.750 / 6.651 eV. As for the total energy: -2055.088429 a.u. The value obtained for the HOMO energy (alpha / beta) is -11.164 / -14.789 eV.

---

4.
2 unconnected molecules or ions with the total composition CH3Cl2O2PS in a non-equilibrium geometry. Source: OMol25; level of theory: wB97M-V/def2-TZVPD.

Structure (XYZ):
```
10
Properties=species:S:1:pos:R:3:forces:R:3:nbo_charge:R:1
C 1.767 0.257 0.877 -0.65 -0.30 -0.19 -0.79
O -0.563 1.455 0.347 0.17 -0.52 0.41 -0.90
O 0.434 0.052 -1.427 0.13 -0.40 0.43 -0.89
P -2.582 -1.398 -0.277 0.61 -0.48 0.81 0.57
S 0.108 0.207 -0.011 0.24 1.23 -0.70 1.73
Cl -1.904 -1.774 -2.103 0.12 -0.26 -0.69 -0.23
Cl -3.415 0.380 -0.489 -0.42 0.76 -0.06 -0.22
H 1.892 1.275 1.223 -0.13 0.16 -0.01 0.25
H 1.740 -0.435 1.707 -0.03 -0.10 0.13 0.23
H 2.523 -0.020 0.152 -0.05 -0.09 -0.13 0.25
```
Positions in Å, forces in eV/Å.

The multiplicity is 1. As for the molar mass: 180.980 u. For the LUMO energy (alpha / beta), the calculation gives -2.15 / -1.51 eV. The calculation puts the gap between HOMO and LUMO (alpha / beta) at 6.220 / 7.867 eV. As for the total energy: -1850.262860 a.u. The value obtained for the HOMO energy (alpha / beta) is -8.374 / -9.379 eV.

---

5.
2 unconnected molecules or ions with the total composition C2 in a non-equilibrium geometry. Source: OMol25; level of theory: wB97M-V/def2-TZVPD.

Structure (XYZ):
```
2
Properties=species:S:1:pos:R:3:forces:R:3:nbo_charge:R:1
C 0.000 0.000 1.218 0.00 0.00 -5.08 0.00
C 0.000 0.000 -1.218 0.00 0.00 5.08 0.00
```
Positions in Å, forces in eV/Å.

The multiplicity is 1. As for the molar mass: 24.022 u. For the LUMO energy, the calculation gives -2.27 eV. The calculation puts the gap between HOMO and LUMO at 6.104 eV. As for the total energy: -75.645909 a.u. The value obtained for the HOMO energy is -8.377 eV.

---

6.
6 unconnected molecules or ions with the total composition C36H52F32O8P2 in a non-equilibrium geometry. Source: OMol25; level of theory: wB97M-V/def2-TZVPD.

Structure (XYZ):
```
130
Properties=species:S:1:pos:R:3:forces:R:3:mulliken_charge:R:1
C -2.650 4.892 -2.191 0.81 0.35 0.84 -1.68
C -2.181 3.948 -1.070 -1.03 -0.17 -0.46 0.23
C -0.808 3.349 -1.326 -0.54 1.18 -0.41 -0.76
C -0.326 2.534 -0.152 0.48 -1.45 0.10 0.09
P 1.364 1.936 -0.453 0.01 1.03 0.69 1.54
C 1.704 1.220 -2.079 -0.51 0.11 0.29 0.65
C 2.696 1.909 -3.006 -0.40 -0.44 -1.22 -0.95
C 3.269 0.860 -3.991 1.26 0.18 0.82 0.02
C 4.685 1.208 -4.485 -0.36 -1.05 -0.43 -1.56
C 2.133 1.026 0.903 0.01 -1.31 -0.44 -0.26
C 3.653 0.735 0.773 -0.86 0.82 0.51 -1.29
C 4.613 1.762 1.348 1.04 -0.24 -0.13 -0.25
C 6.058 1.429 0.945 0.54 0.51 0.36 -1.58
C 2.229 3.573 -0.355 -0.54 -1.33 -0.12 -2.24
C 2.132 4.213 1.031 1.09 0.87 -0.41 -0.47
C 2.359 5.714 0.870 -0.13 1.71 1.10 -0.70
C 3.064 6.404 2.057 0.63 -0.48 -0.14 -1.46
H -2.555 4.485 -3.196 -0.23 -0.17 0.03 0.30
H -1.994 5.772 -2.120 -0.15 0.04 -0.34 0.42
H -3.658 5.237 -1.966 -0.12 -0.10 -0.32 0.45
H -2.930 3.176 -0.932 -0.04 -0.31 0.07 -0.24
H -2.205 4.536 -0.148 0.31 -0.16 0.10 0.36
H -0.240 4.257 -1.587 0.66 -0.35 0.44 0.21
H -0.786 2.780 -2.261 -0.31 -0.28 0.16 0.29
H -0.916 1.618 0.028 -0.29 0.18 -0.31 -0.07
H -0.324 3.048 0.807 0.03 0.34 -0.12 0.65
H 0.727 1.136 -2.549 0.03 -0.02 0.11 -0.49
H 1.932 0.175 -1.851 0.20 0.04 -0.04 -0.25
H 3.445 2.505 -2.486 0.31 -0.30 -0.08 0.42
H 2.187 2.578 -3.711 -0.21 0.46 0.64 0.39
H 2.580 0.695 -4.817 -0.07 -0.08 0.05 0.43
H 3.408 -0.085 -3.458 -0.36 -0.07 -0.07 0.00
H 5.082 0.311 -4.977 0.02 0.09 -0.06 0.45
H 5.335 1.357 -3.623 0.07 0.51 -0.12 0.31
H 4.728 1.985 -5.248 0.06 0.39 0.38 0.33
H 1.661 0.038 0.788 -0.37 0.19 0.20 -0.35
H 1.836 1.407 1.878 0.04 0.32 0.01 1.18
H 3.849 0.555 -0.287 0.29 -0.18 0.09 0.13
H 3.799 -0.185 1.337 0.19 -0.05 -0.31 0.82
H 4.610 1.756 2.441 -0.45 0.05 0.02 0.35
H 4.436 2.787 1.037 -0.24 -0.03 -0.15 0.14
H 6.150 1.130 -0.100 -0.04 -0.04 -0.01 0.29
H 6.538 0.682 1.580 -0.36 -0.34 -0.15 0.37
H 6.691 2.311 1.102 -0.07 0.03 -0.21 0.43
H 1.791 4.198 -1.130 0.15 0.14 -0.05 0.92
H 3.267 3.350 -0.605 0.08 0.45 0.01 1.07
H 2.980 3.841 1.604 -0.18 -0.11 0.26 0.05
H 1.245 4.042 1.634 -0.19 -0.24 -0.28 0.46
H 1.437 6.305 0.791 -0.26 -0.56 -0.47 0.29
H 2.956 5.990 -0.003 -0.04 -0.46 -0.19 0.36
H 4.028 5.909 2.228 -0.07 0.07 0.17 0.33
H 2.510 6.392 2.996 -0.14 -0.15 -0.09 0.33
H 3.296 7.444 1.818 -0.13 0.02 -0.01 0.43
P -1.033 -1.137 0.211 0.58 -0.97 0.61 -1.55
O 0.017 -0.465 -0.743 -0.10 0.60 -0.56 -0.61
O -1.654 -2.392 -0.448 -0.16 0.17 -0.43 -0.40
O -2.130 -0.122 0.642 0.00 0.23 -0.31 1.03
O -0.203 -1.613 1.440 0.18 0.24 0.67 0.38
C -2.044 -4.358 2.459 -0.87 -0.05 -0.93 -0.35
C -1.130 -4.365 3.665 -0.26 -0.51 -1.09 1.13
C 0.306 -4.174 3.183 -0.17 0.51 -0.36 1.30
F 1.217 -4.236 4.190 -0.25 -0.28 0.02 -0.36
F 0.553 -5.183 2.304 0.30 -0.37 0.03 -0.25
F -1.451 -3.362 4.492 -0.15 -0.10 0.74 -0.22
F -1.276 -5.585 4.281 0.13 0.42 0.57 -0.39
O -3.423 -4.493 2.869 0.01 1.02 0.21 -0.43
C -4.376 -4.037 1.980 0.23 -0.95 1.37 0.90
C -4.463 -2.511 1.766 0.89 1.08 0.04 1.13
F -5.613 -2.073 1.198 -0.12 -0.90 -0.48 -0.33
F -4.462 -1.896 2.982 0.33 -0.47 0.33 -0.33
F -4.193 -4.719 0.831 -0.46 0.43 -0.66 -0.29
F -5.543 -4.444 2.536 -0.23 -0.02 -0.29 -0.35
H -1.847 -5.205 1.805 0.41 -0.11 0.17 0.13
H -1.895 -3.465 1.852 0.24 0.34 0.07 -0.32
H 0.371 -3.221 2.650 0.09 0.13 0.01 -0.86
H -3.609 -2.135 1.193 0.05 -0.06 -0.21 -0.57
C -2.386 -0.585 -3.011 -0.23 0.82 2.11 -0.35
C -1.237 -0.684 -3.956 -0.95 -0.24 -1.64 1.33
C -0.306 -1.834 -3.581 -0.22 -0.85 -0.36 0.97
F -0.936 -3.004 -3.957 0.16 0.58 0.27 -0.32
F 0.816 -1.771 -4.358 -0.04 0.27 0.39 -0.32
F -1.732 -0.935 -5.235 0.42 0.14 0.52 -0.43
F -0.533 0.485 -4.089 -0.21 -0.22 0.21 -0.30
O -3.511 0.153 -3.518 0.82 -0.43 -0.60 -0.43
C -4.669 -0.126 -2.899 -0.49 0.49 0.11 0.85
C -4.822 0.466 -1.493 1.35 0.87 0.25 1.51
F -4.806 1.840 -1.589 -0.43 -0.05 -0.38 -0.34
F -6.002 0.094 -0.983 -0.14 -0.08 0.24 -0.27
F -5.627 0.405 -3.694 -0.32 -0.17 -0.04 -0.34
F -4.895 -1.455 -2.782 -0.13 -0.20 -0.26 -0.28
H -2.033 -0.051 -2.119 0.38 -0.01 -0.09 -0.42
H -2.687 -1.537 -2.569 0.23 -0.26 -0.54 0.42
H -0.113 -1.874 -2.505 0.31 0.26 0.01 -0.85
H -3.943 0.270 -0.852 -0.45 -0.76 0.19 -0.90
C -1.377 0.832 3.562 0.61 -1.04 -0.16 0.24
C -0.266 0.673 4.567 -0.07 0.47 0.80 0.77
C 0.832 -0.257 4.020 0.33 -0.24 -0.08 1.74
F 2.080 0.074 4.493 -0.29 0.24 0.14 -0.36
F 0.592 -1.519 4.426 -0.06 0.26 -0.05 -0.30
F 0.274 1.916 4.841 0.13 -0.33 -0.43 -0.38
F -0.727 0.242 5.777 0.09 -0.17 -0.28 -0.38
O -2.274 1.789 4.103 -0.18 0.17 -0.29 -0.46
C -3.089 2.363 3.193 -0.12 1.36 0.13 0.79
C -4.033 1.396 2.491 0.35 -1.10 -0.72 1.58
F -4.821 0.861 3.458 -0.37 0.37 0.12 -0.32
F -4.787 2.064 1.586 -0.24 0.26 0.20 -0.29
F -3.862 3.297 3.819 0.15 -0.45 0.46 -0.38
F -2.354 3.133 2.326 -0.04 -0.62 -0.40 -0.25
H -1.842 -0.131 3.320 -0.08 0.00 0.39 0.01
H -0.886 1.048 2.604 -0.43 0.74 0.00 -0.44
H 0.854 -0.206 2.931 -0.13 -0.42 -0.07 -0.95
H -3.542 0.566 1.970 0.41 0.25 -0.10 -0.77
C 0.581 -4.753 -1.331 -1.06 0.49 -0.02 0.69
C -0.050 -6.110 -1.506 0.74 -0.61 -0.85 0.73
C -1.501 -5.958 -1.967 -0.01 0.94 -0.99 0.55
F -1.444 -5.582 -3.294 -0.12 -0.23 0.50 -0.30
F -2.188 -7.118 -1.931 0.12 0.01 0.38 -0.31
F 0.621 -6.811 -2.494 -0.20 0.07 0.50 -0.36
F 0.005 -6.875 -0.391 -0.03 0.09 0.11 -0.30
O 1.988 -4.856 -1.292 0.26 0.14 0.70 -0.42
C 2.688 -3.683 -1.198 -0.13 -1.20 -0.65 0.87
C 2.522 -2.877 0.097 -0.90 1.51 0.48 0.79
F 2.520 -3.629 1.217 0.74 -0.47 -0.41 -0.24
F 3.580 -1.989 0.151 -0.01 -0.70 -0.06 -0.28
F 3.984 -4.052 -1.347 -0.13 0.22 0.12 -0.37
F 2.372 -2.901 -2.277 0.25 0.23 0.61 -0.16
H 0.080 -4.291 -0.468 0.49 0.14 0.22 -0.33
H 0.263 -4.147 -2.180 0.07 -0.04 -0.14 -0.54
H -1.996 -5.136 -1.437 -0.24 -0.32 0.21 0.00
H 1.612 -2.263 0.178 -0.25 -0.17 -0.58 -0.67
```
Positions in Å, forces in eV/Å.

The total charge is -2. The multiplicity is 1. As for the molar mass: 1282.688 u. For the LUMO energy, the calculation gives 3.46 eV. The calculation puts the gap between HOMO and LUMO at 6.172 eV. As for the total energy: -5883.595630 a.u. The value obtained for the HOMO energy is -2.715 eV.

---

> Among the records above, which one has the highest multiplicity?

C16H34O3P2PtS

---

> Look up the multiplicity of the sixth one.

1